(1)
{
  "formula": "C24H41GdNP2",
  "method": "wB97M-V/def2-TZVPD",
  "total_charge": 1,
  "lumo_energy_ev": [-4.14, -6.39],
  "spin_multiplicity": 8,
  "s_squared": 16.090,
  "orbital_gap_ev": [5.2587, 4.1338],
  "species": ["Gd", "P", "P", "N", "C", "C", "C", "C", "C", "C", "C", "C", "C", "C", "C", "C", "C", "C", "C", "C", "C", "C", "C", "C", "C", "C", "C", "C", "H", "H", "H", "H", "H", "H", "H", "H", "H", "H", "H", "H", "H", "H", "H", "H", "H", "H", "H", "H", "H", "H", "H", "H", "H", "H", "H", "H", "H", "H", "H", "H", "H", "H", "H", "H", "H", "H", "H", "H", "H"],
  "xyz": [[-1.3035, -2.0190, 0.4880], [3.0343, 2.5961, -1.7367], [0.9586, 4.8589, -2.0464], [-2.7519, -3.1462, -2.4513], [4.5141, 3.3271, -0.9016], [-0.4896, -0.1693, -1.7635], [0.8988, 0.3121, 0.9259], [-3.2870, -2.7068, 1.4989], [-2.3873, -5.1175, 1.0466], [-1.2238, -3.2992, 2.5542], [2.5106, 4.0820, -2.7353], [-1.2257, 0.0274, -0.4885], [1.6240, -1.0048, 1.2758], [-0.5710, 0.2181, 0.7670], [-1.5260, -1.8988, 2.9213], [-0.1151, -4.1010, 3.0838], [-4.5435, -2.8023, 0.7716], [-2.8232, -1.5325, 2.2844], [-0.8056, -1.0871, 3.8855], [0.7011, -1.1665, -1.6888], [1.0223, -2.2117, 0.6422], [-2.2951, -3.7904, 1.6590], [3.8886, 1.6428, -3.0737], [0.5947, -2.2702, -0.6983], [-3.5568, -0.2788, 2.4666], [1.7095, 6.3909, -1.3205], [-2.2834, -2.7713, -1.4708], [0.2835, 5.5779, -3.6123], [4.4092, 0.7815, -2.6280], [0.9039, 7.0654, -0.9936], [-1.4456, -5.6712, 1.1185], [0.3370, -3.2797, -1.0926], [-1.3142, -1.2059, 4.8546], [2.3500, 6.9186, -2.0375], [5.0359, 2.5390, -0.3349], [-1.1973, 0.5819, 1.5906], [0.1988, -4.8848, 2.3821], [0.7542, -3.4780, 3.3248], [-4.4273, -3.3753, -0.1526], [-4.9460, -1.8162, 0.5114], [3.3120, 4.8416, -2.7335], [-2.6677, -5.0461, -0.0130], [-3.1641, -5.6824, 1.5760], [-4.2128, -0.4005, 3.3398], [-0.1311, 0.8247, -2.0788], [-0.0323, 4.7570, -4.2753], [1.3169, 0.7443, 0.0082], [3.1399, 1.2531, -3.7825], [4.1830, 4.0968, -0.1878], [0.8209, -1.6336, -2.6864], [2.6823, -0.9721, 0.9523], [-1.1980, -0.5168, -2.5379], [-5.2577, -3.3103, 1.4264], [0.2312, -1.4114, 4.0063], [-0.6042, 6.1857, -3.3791], [-0.4512, -4.5864, 4.0083], [5.2129, 3.7765, -1.6175], [-2.8930, 0.5665, 2.6633], [4.6149, 2.2569, -3.6223], [-4.1853, -0.0352, 1.5994], [2.3330, 3.7564, -3.7761], [-0.8102, -0.0210, 3.6353], [-2.3000, 0.2665, -0.5494], [2.3030, 6.1228, -0.4337], [1.1482, -3.1657, 1.1631], [1.6344, -0.6253, -1.4925], [1.0957, 1.0561, 1.7232], [1.6501, -1.1315, 2.3737], [1.0190, 6.1981, -4.1350]]
}

---

(2)
{
  "formula": "C7H17OSi",
  "method": "wB97M-V/def2-TZVPD",
  "total_charge": 1,
  "lumo_energy_ev": -5.07,
  "orbital_gap_ev": 7.9768,
  "species": ["Si", "O", "C", "C", "C", "C", "C", "C", "C", "H", "H", "H", "H", "H", "H", "H", "H", "H", "H", "H", "H", "H", "H", "H", "H", "H"],
  "xyz": [[-2.2466, 0.0677, -0.0418], [1.0358, -0.5992, 0.3357], [1.5442, 0.2788, 1.3026], [1.8929, -0.7724, -0.8295], [2.7625, 0.9169, 0.5732], [3.1929, -0.1357, -0.4131], [-2.0845, -1.8174, -0.2325], [-2.2040, 0.7284, 1.6883], [-2.4017, 1.2899, -1.4588], [1.3711, -0.4081, -1.7379], [-1.1764, 0.8556, 2.0104], [-2.6733, -0.0613, 2.3422], [-2.7424, 1.6646, 1.8372], [-3.2725, 1.1414, -2.0606], [-2.1345, -2.2948, 0.7653], [2.4423, 1.8163, 0.0230], [2.0841, -1.9209, -1.0454], [0.7426, 0.9346, 1.5172], [-2.4943, 2.3539, -1.0472], [-0.9594, -2.1085, -0.4412], [-2.6400, -2.3538, -0.9188], [3.6970, 0.3198, -1.2723], [1.9358, -0.2789, 2.1561], [-1.5523, 1.2389, -2.2682], [3.4956, 1.2298, 1.2814], [3.8318, -0.8496, 0.2346]]
}

---

(3)
{
  "formula": "C27H31Cl5O3SSbTi",
  "method": "wB97M-V/def2-TZVPD",
  "total_charge": 2,
  "lumo_energy_ev": [-6.11, -8.13],
  "spin_multiplicity": 2,
  "s_squared": 0.752,
  "orbital_gap_ev": [7.7903, 5.7637],
  "species": ["Sb", "Ti", "Cl", "Cl", "Cl", "Cl", "Cl", "S", "O", "O", "O", "C", "C", "C", "C", "C", "C", "C", "C", "C", "C", "C", "C", "C", "C", "C", "C", "C", "C", "C", "C", "C", "C", "C", "C", "C", "C", "C", "H", "H", "H", "H", "H", "H", "H", "H", "H", "H", "H", "H", "H", "H", "H", "H", "H", "H", "H", "H", "H", "H", "H", "H", "H", "H", "H", "H", "H", "H", "H"],
  "xyz": [[2.0811, -0.7601, 0.4970], [-0.1123, 2.1376, 0.5298], [-1.8930, 6.9989, -2.1194], [-2.2184, 6.3231, 3.2476], [-1.0109, 3.3781, 2.8481], [-0.7654, 4.0683, -2.3857], [-2.6151, 8.1122, 0.6969], [-1.7951, -0.6780, 0.0984], [1.3030, 2.0436, -0.5200], [1.6390, 2.3038, 0.8713], [-1.4267, 0.8383, 0.2643], [-0.6364, -0.4274, -3.7650], [1.8987, -0.5265, 2.6536], [-1.2958, 4.4863, 1.5071], [0.5302, 0.0041, 3.0660], [2.6523, -3.8084, 0.5253], [-0.9542, 3.9649, 0.2819], [-4.3614, -0.4720, -0.9061], [-1.8141, 5.7536, 1.6907], [1.8065, -2.8017, -0.2446], [4.0252, 0.0518, 0.0360], [-5.7327, -0.4749, -0.7191], [-0.7732, -1.7465, -4.1712], [-3.5463, -0.7078, 0.1965], [-4.0644, -0.9485, 1.4673], [5.0976, -0.8800, 0.5933], [-1.4278, -1.0334, -1.6001], [-1.9879, 6.5371, 0.5413], [4.2000, 0.3559, -1.4446], [-1.2380, -2.7132, -3.2853], [-0.9645, -0.0564, -2.4662], [-6.2648, -0.7031, 0.5451], [-1.5624, -2.3643, -1.9855], [-5.4376, -0.9365, 1.6370], [2.1063, -2.7937, -1.7388], [-1.1474, 4.7455, -0.8435], [-1.6605, 6.0354, -0.7302], [2.2438, -1.8034, 3.4113], [-0.5224, -2.0251, -5.1858], [-0.2858, 0.3234, -4.4600], [-6.3883, -0.2991, -1.5607], [-5.8627, -1.1201, 2.6138], [-3.9401, -0.2913, -1.8859], [4.9540, -1.1254, 1.6473], [0.7434, -2.9840, -0.0747], [1.8234, -3.7601, -2.1620], [-0.2621, -0.7201, 2.8690], [2.2868, -1.5746, 4.4790], [3.1723, -2.6593, -1.9274], [5.1633, -1.8059, 0.0204], [1.4798, -2.5698, 3.2739], [6.0651, -0.3793, 0.5096], [4.1979, -0.5511, -2.0495], [5.1676, 0.8403, -1.5903], [-1.9308, -3.1124, -1.2925], [1.5552, -2.0220, -2.2804], [2.5258, -4.7858, 0.0511], [3.4326, 1.0331, -1.8179], [0.2794, 0.9532, 2.5751], [2.3523, -3.9098, 1.5650], [-3.4077, -1.1480, 2.3058], [-0.8852, 0.9800, -2.1667], [3.9901, 0.9831, 0.6054], [-1.3505, -3.7393, -3.6081], [2.6567, 0.2400, 2.8349], [0.5246, 0.2248, 4.1356], [3.2103, -2.2206, 3.1305], [3.7157, -3.5716, 0.4861], [-7.3382, -0.7062, 0.6788]]
}

---

(4)
{
  "formula": "CH3NOS",
  "method": "wB97M-V/def2-TZVPD",
  "lumo_energy_ev": [-0.43, -0.42],
  "orbital_gap_ev": [8.5012, 8.5041],
  "species": ["S", "O", "N", "C", "H", "H", "H"],
  "xyz": [[1.6251, 0.5015, -0.0444], [2.0571, -0.8850, -0.0175], [-0.1266, 0.6780, -0.2872], [-1.0132, -0.1558, -0.4689], [1.3980, 0.7347, 1.2775], [-1.2791, -1.1299, -0.6965], [-2.6614, 0.2565, 0.2370]]
}